C2H4N2O2S | ωB97M-V/def2-TZVPD

The geometry in ORCA input format:
```
! RIJCOSX wB97M-V def2-TZVPD def2/J DEFGRID3
* xyz 0 1
S 3.14 -0.12 0.02
O -1.08 1.65 -0.48
O -1.58 -1.79 -0.17
N 0.73 -1.04 -0.32
N -1.10 0.40 0.46
C -0.66 -0.86 -0.01
C 1.52 0.17 -0.21
H -1.13 2.42 0.29
H -2.20 0.01 0.83
H 1.20 1.27 -0.11
H 1.18 -2.11 -0.29
*
```

Structure (SMILES) = O=C(NO)NC=S
Highest occupied orbital energy = -9.07 eV
Energy above the lowest of the compared OMol25 structures with the same formula, charge and spin = 4.9344 eV
Largest force on an atom = 6.2 eV Å⁻¹
Gap between HOMO and LUMO = 0.3070 Ha

C2H4N2O3 | ωB97M-V/def2-TZVPD

The geometry in ORCA input format:
```
! RIJCOSX wB97M-V def2-TZVPD def2/J DEFGRID3
* xyz 0 1
O 0.32 -1.12 -2.05
O 0.48 -1.11 1.79
O 1.10 -2.37 -0.02
N -0.67 1.17 0.42
N 0.17 0.88 -0.80
C 0.31 -0.48 -0.97
C 0.79 -1.31 0.41
H -0.52 2.26 0.59
H 0.25 -0.17 1.70
H -1.85 0.78 0.49
H -0.39 1.48 -1.56
*
```

Structure (SMILES) = NNC(=O)C(=O)O
Highest occupied orbital energy = -10.32 eV
Energy above the lowest of the compared OMol25 structures with the same formula, charge and spin = 4.5196 eV
Largest force on an atom = 5.6 eV Å⁻¹
Gap between HOMO and LUMO = 0.3690 Ha

C2H4N2O3 | ωB97M-V/def2-TZVPD

The geometry in ORCA input format:
```
! RIJCOSX wB97M-V def2-TZVPD def2/J DEFGRID3
* xyz 0 1
O -0.97 1.69 -0.27
O -1.93 -0.96 -0.12
O 2.21 0.29 -0.12
N -0.02 0.74 0.47
N -0.72 -1.63 0.12
C 1.64 -0.85 -0.14
C 0.12 -0.61 0.06
H 2.08 -1.94 -0.17
H -1.89 -0.04 -0.46
H -1.35 2.22 0.40
H 0.84 1.10 0.21
*
```

Structure (SMILES) = O=C/C(=N/O)NO
Highest occupied orbital energy = -9.51 eV
Energy above the lowest of the compared OMol25 structures with the same formula, charge and spin = 6.8621 eV
Largest force on an atom = 5.6 eV Å⁻¹
Gap between HOMO and LUMO = 0.3167 Ha